Entry 1:
{
  "formula": "C50H45N4O2P2SbTi",
  "method": "ωB97M-V with the def2-TZVPD basis set",
  "homo_lumo_gap_ev": [8.07, 8.37],
  "multiplicity": 2,
  "charge": 3,
  "symbols": ["Ti", "C", "C", "C", "C", "C", "C", "N", "Sb", "C", "C", "C", "C", "C", "C", "N", "C", "C", "C", "C", "C", "C", "N", "H", "H", "H", "H", "H", "H", "H", "H", "H", "H", "H", "H", "H", "H", "H", "H", "H", "H", "O", "P", "C", "P", "O", "C", "C", "C", "C", "C", "C", "C", "C", "C", "C", "C", "C", "C", "C", "C", "C", "C", "C", "C", "C", "C", "C", "C", "C", "H", "H", "H", "H", "H", "H", "H", "H", "H", "H", "H", "H", "H", "H", "H", "H", "H", "H", "H", "H", "H", "H", "N", "C", "C", "C", "C", "C", "C", "C", "H", "H", "H", "H", "H"],
  "xyz": [[-0.050, 1.161, -1.027], [3.510, 1.285, -0.818], [3.028, 1.164, -2.281], [3.922, 0.914, -3.289], [3.582, 0.628, -4.558], [2.229, 0.433, -4.748], [1.324, 0.710, -3.686], [1.678, 1.047, -2.496], [-0.571, 1.080, -4.489], [-0.208, 3.066, -3.597], [-0.326, 4.147, -4.379], [-0.077, 5.463, -3.925], [0.090, 5.571, -2.567], [0.166, 4.456, -1.734], [0.335, 4.606, -0.257], [0.058, 3.201, -2.270], [-2.035, 0.610, -2.907], [-3.056, -0.278, -3.203], [-4.259, -0.198, -2.471], [-4.381, 0.736, -1.465], [-3.238, 1.449, -1.049], [-3.105, 2.315, 0.173], [-2.119, 1.405, -1.810], [4.406, 1.885, -0.761], [3.653, 0.288, -0.360], [2.871, 1.887, -0.167], [4.935, 1.079, -2.994], [4.328, 0.452, -5.292], [1.928, 0.011, -5.668], [-0.615, 4.043, -5.404], [0.005, 6.357, -4.562], [0.048, 6.621, -2.179], [0.446, 5.660, 0.071], [1.175, 3.968, 0.088], [-0.616, 4.280, 0.188], [-3.001, -0.861, -4.049], [-5.060, -0.867, -2.580], [-5.196, 0.835, -0.807], [-3.343, 1.652, 1.031], [-3.906, 3.068, 0.160], [-2.060, 2.626, 0.332], [-1.349, 0.041, 0.309], [-1.672, -1.353, 0.819], [-0.746, -2.451, -0.338], [0.962, -1.976, -0.569], [0.937, -0.456, -0.660], [1.969, -2.481, 0.827], [2.109, -1.490, 1.853], [2.913, -1.789, 2.984], [3.651, -2.947, 2.952], [3.608, -3.850, 1.922], [2.732, -3.654, 0.830], [1.592, -2.657, -2.076], [0.775, -3.374, -3.046], [1.402, -3.754, -4.195], [2.767, -3.454, -4.445], [3.565, -2.810, -3.462], [2.931, -2.421, -2.321], [-1.330, -1.694, 2.516], [-1.202, -0.677, 3.466], [-1.085, -0.917, 4.822], [-0.963, -2.209, 5.228], [-1.084, -3.212, 4.323], [-1.286, -3.007, 3.012], [-3.373, -1.829, 0.669], [-4.363, -1.140, 1.390], [-5.707, -1.529, 1.299], [-6.030, -2.649, 0.503], [-5.075, -3.391, -0.155], [-3.747, -2.975, -0.043], [-1.309, -2.334, -1.297], [-0.847, -3.477, 0.039], [1.466, -0.535, 1.853], [2.995, -1.019, 3.748], [4.322, -3.201, 3.816], [4.313, -4.669, 1.966], [2.728, -4.386, 0.048], [-0.247, -3.665, -2.849], [0.872, -4.296, -4.964], [3.297, -3.820, -5.352], [4.652, -2.801, -3.631], [3.520, -1.975, -1.501], [-1.135, 0.301, 2.989], [-1.134, -0.085, 5.508], [-0.872, -2.528, 6.235], [-1.036, -4.258, 4.662], [-1.296, -3.914, 2.412], [-4.091, -0.389, 2.108], [-6.485, -0.994, 1.805], [-7.113, -2.807, 0.375], [-5.281, -4.321, -0.661], [-3.052, -3.602, -0.684], [0.644, 1.954, 0.867], [0.751, 2.252, 1.978], [0.934, 2.637, 3.359], [-0.042, 2.988, 4.280], [0.323, 3.236, 5.598], [1.678, 3.215, 6.004], [2.674, 2.956, 5.080], [2.281, 2.576, 3.783], [-1.086, 2.928, 4.003], [-0.439, 3.500, 6.292], [1.957, 3.525, 7.018], [3.669, 2.849, 5.478], [2.995, 2.312, 3.029]],
  "mulliken_charge": [0.151, -0.890, 0.176, -0.982, -1.040, -1.165, 0.613, 1.434, 0.866, -0.097, -0.768, -0.650, -0.743, 0.529, -0.890, 0.706, 0.462, -1.283, -0.693, -0.682, 0.510, -0.599, 0.467, 0.671, 0.051, -0.205, 0.597, 0.554, 0.655, 0.499, 0.456, 0.392, 0.531, -0.052, 0.186, 0.797, 0.514, 0.654, -0.025, 0.615, -0.365, 0.221, 0.172, -2.029, 1.675, -0.959, 0.606, 0.428, -0.850, -0.623, -0.832, -0.730, 0.620, -0.742, -0.791, -0.610, -0.796, -0.181, 1.018, 0.580, -0.991, -0.668, -0.636, -0.815, 1.071, -0.352, -0.792, -0.526, -1.004, -0.203, 0.305, 1.170, -0.314, 0.584, 0.379, 0.467, 0.614, 0.471, 0.477, 0.426, 0.463, 0.348, -0.048, 0.531, 0.528, 0.428, 0.374, 0.436, 0.510, 0.380, 0.519, 0.142, 0.415, 0.357, 0.111, -0.098, -0.722, -0.343, -0.947, -0.576, 0.534, 0.500, 0.414, 0.404, 0.546]
}

Entry 2:
{
  "formula": "C50H45N5O3PPtSeSi",
  "method": "ωB97M-V with the def2-TZVPD basis set",
  "homo_lumo_gap_ev": 6.02,
  "multiplicity": 1,
  "charge": 1,
  "symbols": ["Pt", "Se", "N", "C", "C", "C", "C", "C", "N", "C", "C", "N", "C", "C", "C", "C", "C", "N", "H", "H", "H", "H", "H", "H", "O", "C", "C", "C", "C", "C", "C", "C", "P", "C", "C", "C", "C", "C", "C", "C", "C", "C", "C", "C", "C", "H", "H", "H", "H", "H", "H", "H", "H", "H", "H", "H", "H", "H", "H", "C", "C", "C", "C", "C", "C", "N", "C", "C", "C", "C", "C", "C", "C", "O", "O", "C", "C", "H", "H", "H", "H", "H", "H", "H", "H", "H", "H", "H", "H", "H", "H", "C", "Si", "C", "C", "C", "H", "H", "H", "H", "H", "H", "H", "H", "H", "H", "H"],
  "xyz": [[0.327, 0.549, 1.069], [7.460, -3.051, -0.939], [6.354, -3.295, 0.438], [5.418, -2.392, 0.338], [4.312, -2.264, 1.281], [4.182, -3.074, 2.405], [3.116, -2.864, 3.256], [2.185, -1.887, 2.924], [2.276, -1.141, 1.832], [3.340, -1.285, 1.053], [3.482, -0.306, -0.037], [2.585, 0.691, -0.098], [2.739, 1.611, -1.048], [3.743, 1.561, -2.007], [4.654, 0.531, -1.961], [4.540, -0.414, -0.944], [5.516, -1.489, -0.776], [6.532, -1.669, -1.576], [4.926, -3.835, 2.598], [2.991, -3.449, 4.155], [1.328, -1.708, 3.563], [2.026, 2.423, -1.041], [3.793, 2.329, -2.764], [5.460, 0.445, -2.677], [-0.364, -2.129, 1.477], [-0.605, -1.048, 1.896], [-1.610, -0.686, 2.946], [-1.886, -1.492, 4.036], [-2.829, -1.046, 4.955], [-3.498, 0.153, 4.750], [-3.249, 0.930, 3.623], [-2.282, 0.509, 2.727], [-1.818, 1.183, 1.110], [-2.268, 2.911, 1.017], [-2.713, 3.471, -0.180], [-3.034, 4.815, -0.224], [-2.907, 5.602, 0.915], [-2.455, 5.048, 2.103], [-2.130, 3.701, 2.154], [-2.963, 0.276, 0.030], [-2.665, -0.866, -0.708], [-3.676, -1.539, -1.381], [-4.983, -1.088, -1.316], [-5.292, 0.035, -0.558], [-4.292, 0.710, 0.116], [-1.370, -2.434, 4.169], [-3.045, -1.639, 5.833], [-4.231, 0.486, 5.472], [-3.798, 1.848, 3.456], [-2.792, 2.867, -1.074], [-3.380, 5.252, -1.151], [-3.161, 6.653, 0.876], [-2.358, 5.663, 2.987], [-1.783, 3.260, 3.081], [-1.657, -1.237, -0.765], [-3.429, -2.418, -1.960], [-5.765, -1.613, -1.848], [-6.313, 0.386, -0.490], [-4.551, 1.578, 0.709], [0.486, -6.353, -2.424], [-0.219, -5.192, -3.074], [-1.292, -5.436, -3.924], [-1.966, -4.388, -4.530], [-1.583, -3.080, -4.289], [-0.496, -2.823, -3.457], [-0.101, -1.517, -3.114], [-0.332, -0.345, -3.796], [-0.478, -0.327, -5.192], [-0.660, 0.856, -5.874], [-0.697, 2.077, -5.201], [-0.534, 2.076, -3.834], [-0.355, 0.889, -3.113], [-0.189, 1.022, -1.649], [-0.242, 2.130, -1.083], [0.018, -0.063, -0.967], [0.198, -3.877, -2.847], [1.365, -3.568, -1.945], [-0.048, -7.281, -2.622], [0.558, -6.232, -1.342], [1.503, -6.469, -2.806], [-1.605, -6.457, -4.105], [-2.808, -4.587, -5.181], [-2.143, -2.265, -4.725], [0.175, -1.381, -2.148], [-0.412, -1.255, -5.740], [-0.759, 0.828, -6.952], [-0.836, 3.003, -5.741], [-0.542, 3.001, -3.274], [1.966, -2.755, -2.356], [2.011, -4.433, -1.818], [1.039, -3.257, -0.945], [0.012, 4.006, 4.402], [1.157, 3.217, 3.128], [2.878, 3.251, 3.874], [1.169, 4.160, 1.514], [0.846, 1.356, 2.890], [0.627, 4.550, 5.120], [-0.561, 3.267, 4.968], [-0.684, 4.727, 3.973], [3.169, 4.277, 4.114], [3.621, 2.850, 3.181], [2.932, 2.671, 4.797], [1.278, 5.228, 1.716], [0.269, 4.015, 0.913], [2.024, 3.851, 0.908], [0.261, 0.982, 3.738], [1.845, 0.933, 3.006]],
  "mulliken_charge": [2.179, 0.265, -0.871, 1.072, 0.403, -0.982, -1.266, -0.111, 0.293, -0.573, -0.559, 0.278, -0.429, -1.324, -0.998, 0.771, 1.049, -0.850, 0.569, 0.479, 0.354, 0.644, 0.535, 0.574, -0.435, -0.621, 0.004, -0.490, -0.808, -0.801, -0.664, -0.112, 1.860, 0.736, -0.648, -1.015, -0.843, -1.281, -0.469, 1.489, 0.739, -0.905, -0.754, -0.872, -0.610, 0.600, 0.435, 0.469, 0.518, 0.509, 0.467, 0.445, 0.505, 0.670, -0.106, 0.581, 0.447, 0.460, 0.433, -1.592, 1.196, -1.033, -1.132, -0.653, 0.223, 0.184, 0.602, -0.809, -0.596, -1.100, -0.641, 0.493, 0.374, -0.502, -0.563, 0.735, -1.751, 0.395, 0.316, 0.353, 0.367, 0.420, 0.659, -0.030, 0.660, 0.415, 0.458, 0.524, 0.434, 0.498, 0.252, -1.153, 0.401, -1.322, -0.540, -1.018, 0.499, 0.411, 0.125, 0.373, 0.330, 0.341, 0.560, -0.050, 0.215, 0.699, 0.536]
}